The following is a DFT calculation (ωB97M-V/def2-TZVPD) of 2 unconnected molecules or ions with the total composition C3H13N2.

Properties
HOMO (alpha / beta) = -3.13 / -10.39 eV
relative energy (zero: lowest compared OMol25 entry of this formula, charge and spin) = 242.6 kJ/mol
Kohn-Sham gap (alpha / beta) = 4.0 / 10.9 eV
multiplicity = 2
expectation value of S² = 0.75
largest force on an atom = 4.70 eV/A
DFT total energy = -6296.6252 eV

Each line ends with the Mulliken charge.
Atoms and positions in Å:
C  -0.11378  -2.13348  0.52748  -0.60
N  1.10096  -1.62085  -0.09471  -0.81
H  0.05218  -2.61291  1.53657  0.31
H  -0.87412  -1.36282  0.60027  0.19
H  -0.49695  -3.02283  -0.17339  0.23
H  1.74309  -2.42153  -0.20485  0.35
H  1.74155  -1.05086  0.52882  0.19
H  0.45284  1.61452  -1.42740  0.88
C  0.47142  1.78119  0.60302  -1.75
N  0.13364  1.00799  -0.56438  -0.07
C  -1.30980  0.93380  -0.92322  -1.58
H  1.36043  1.30702  1.33329  0.38
H  0.45304  2.81862  0.27789  0.78
H  -0.41949  1.70862  1.33305  0.23
H  0.70118  0.13257  -0.43387  0.14
H  -1.43802  0.85443  -2.14369  0.45
H  -1.68802  1.87699  -0.49935  0.29
H  -1.87014  0.18953  -0.27553  0.41